{"formula": "C32H78N4O10", "method": "wB97M-V/def2-TZVPD", "symbols": ["C", "C", "C", "C", "C", "C", "C", "C", "C", "N", "O", "H", "H", "H", "H", "H", "H", "H", "H", "H", "H", "H", "H", "H", "H", "H", "H", "H", "H", "H", "C", "C", "C", "C", "C", "C", "C", "C", "C", "N", "O", "H", "H", "H", "H", "H", "H", "H", "H", "H", "H", "H", "H", "H", "H", "H", "H", "H", "H", "H", "C", "O", "C", "C", "C", "N", "H", "H", "H", "H", "H", "H", "H", "H", "H", "H", "H", "C", "O", "C", "C", "C", "N", "H", "H", "H", "H", "H", "H", "H", "H", "H", "H", "H", "O", "C", "C", "O", "H", "H", "H", "H", "H", "H", "O", "C", "C", "O", "H", "H", "H", "H", "H", "H", "O", "C", "C", "O", "H", "H", "H", "H", "H", "H"], "coordinates": [[16.553, 9.311, 24.493], [16.320, 9.781, 23.092], [16.494, 11.282, 23.043], [17.396, 9.099, 22.224], [17.095, 9.210, 20.702], [15.664, 8.649, 20.447], [14.555, 9.377, 21.289], [14.279, 10.796, 20.825], [13.282, 8.511, 21.199], [14.987, 9.277, 22.679], [14.032, 9.942, 23.465], [15.962, 8.401, 24.624], [17.584, 9.087, 24.699], [16.181, 10.061, 25.214], [15.694, 11.874, 23.557], [17.406, 11.492, 23.567], [16.608, 11.652, 22.006], [18.428, 9.380, 22.475], [17.355, 8.011, 22.448], [17.143, 10.266, 20.399], [17.840, 8.648, 20.123], [15.594, 7.612, 20.782], [15.475, 8.635, 19.371], [13.725, 11.308, 21.622], [13.647, 10.720, 19.911], [15.178, 11.288, 20.487], [12.993, 8.318, 20.150], [12.496, 9.045, 21.732], [13.460, 7.567, 21.689], [13.769, 9.272, 24.116], [12.190, 16.243, 18.486], [10.957, 15.862, 19.361], [9.748, 16.568, 18.709], [10.726, 14.298, 19.438], [11.873, 13.600, 20.163], [11.983, 14.129, 21.550], [12.171, 15.673, 21.625], [11.888, 16.096, 23.076], [13.596, 16.169, 21.263], [11.058, 16.188, 20.791], [10.987, 17.607, 20.872], [11.882, 16.229, 17.428], [12.563, 17.254, 18.679], [13.020, 15.542, 18.562], [9.710, 16.177, 17.681], [8.825, 16.422, 19.249], [9.948, 17.650, 18.697], [9.791, 14.217, 19.975], [10.551, 13.943, 18.403], [11.604, 12.541, 20.237], [12.813, 13.644, 19.589], [12.732, 13.655, 22.183], [11.034, 13.920, 22.050], [12.145, 17.165, 23.223], [12.513, 15.530, 23.752], [10.846, 15.878, 23.305], [14.242, 15.993, 22.114], [13.498, 17.274, 21.226], [14.012, 15.667, 20.400], [10.246, 17.789, 21.474], [8.941, 6.841, 9.290], [9.844, 7.498, 10.116], [9.471, 8.807, 10.394], [9.776, 9.122, 11.876], [8.885, 8.279, 12.751], [9.545, 10.638, 11.961], [7.930, 6.870, 9.669], [9.284, 5.824, 9.235], [8.905, 7.266, 8.270], [9.895, 9.496, 9.641], [8.391, 8.879, 10.282], [10.835, 8.936, 12.002], [8.890, 8.578, 13.809], [9.211, 7.239, 12.722], [7.847, 8.329, 12.452], [10.304, 11.025, 11.413], [9.837, 10.818, 12.914], [15.474, 10.597, 13.623], [14.301, 10.881, 12.832], [14.522, 11.913, 11.940], [13.261, 11.918, 11.018], [13.224, 10.583, 10.258], [13.490, 13.118, 10.220], [15.759, 11.486, 14.196], [16.249, 10.162, 12.998], [15.127, 9.851, 14.342], [14.610, 12.937, 12.272], [15.347, 11.622, 11.265], [12.434, 11.985, 11.737], [12.205, 10.445, 9.906], [13.350, 9.783, 10.992], [13.992, 10.501, 9.482], [14.271, 12.980, 9.610], [12.727, 13.308, 9.592], [16.240, 12.694, 17.526], [15.671, 13.904, 18.060], [15.212, 14.811, 16.969], [14.124, 14.244, 16.248], [15.492, 12.068, 17.386], [14.838, 13.680, 18.749], [16.373, 14.521, 18.594], [16.062, 15.052, 16.303], [14.782, 15.702, 17.441], [13.688, 14.989, 15.800], [6.237, 9.945, 16.219], [6.971, 8.735, 16.445], [8.459, 9.052, 16.623], [9.139, 7.871, 17.097], [6.562, 10.359, 15.425], [6.650, 8.212, 17.361], [6.793, 8.021, 15.651], [8.578, 9.849, 17.358], [8.934, 9.441, 15.692], [8.960, 7.698, 18.022], [11.542, 11.081, 14.384], [11.505, 11.574, 15.749], [12.613, 11.076, 16.624], [13.864, 11.519, 16.211], [12.459, 11.127, 14.088], [11.319, 12.676, 15.782], [10.587, 11.175, 16.180], [12.621, 9.987, 16.612], [12.385, 11.272, 17.707], [13.868, 12.494, 16.062]], "homo_energy_ev": -8.697, "lumo_energy_ev": 0.4, "orbital_gap_ev": 9.11, "total_energy_ha": -2237.26662, "total_charge": 0, "smiles": "CC1(C)CCCC(C)(C)N1O.CC1(C)CCCC(C)(C)N1O.COC[C@H](C)N.COC[C@H](C)N.OCCO.OCCO.OCCO", "e_above_lowest_kj_mol": 0.0}